Entry 1:
Density functional theory data (ωB97M-V/def2-TZVPD) for a structure of composition C53H44N9O3PdTe.

Output
- Multiplicity: 5
- Total charge: +1
- Frontier orbital gap (alpha / beta): 6.30 / 3.36 eV
- E_LUMO (alpha / beta): -2.89 / -5.71 eV

Each line ends with the Mulliken spin population.
Element x y z (Å)
Pd -6.26261 -21.08073 2.01110  1.1192
C -0.07051 -19.93664 0.24984  -0.0033
C -1.27293 -20.50398 0.85489  0.0852
C -1.50871 -20.35363 2.23873  -0.0769
C -2.57475 -20.95375 2.89471  0.1184
C -3.50507 -21.69489 2.17552  -0.1070
N -4.67575 -22.00772 2.84262  0.5871
C -4.69418 -22.64179 4.00663  -0.0433
C -4.05291 -23.89738 4.14318  0.1335
C -4.28132 -24.60814 5.31982  -0.0645
C -5.05407 -24.08839 6.38407  0.1295
C -5.24225 -24.90341 7.62874  -0.0045
C -5.66332 -22.83817 6.24266  -0.0370
C -5.46863 -22.07862 5.10336  0.1799
N -5.98093 -20.79826 5.07675  -0.0133
C -5.91555 -19.84434 6.09629  0.0175
C -5.88482 -18.57936 5.54172  -0.0333
C -6.02955 -18.78677 4.12422  -0.0390
N -6.00327 -20.08816 3.81531  0.1496
C -3.39513 -21.70948 0.72661  0.1243
C -2.24946 -21.20269 0.13251  -0.0285
N -4.51629 -22.12837 -0.05611  -0.0400
C -4.46643 -22.84050 -1.23709  0.0047
C -5.70623 -23.33902 -1.52740  0.0024
C -6.52100 -22.88031 -0.47649  0.0008
N -5.82307 -22.03525 0.33070  0.0987
H 0.79560 -20.33247 0.80196  0.0093
H 0.02058 -18.85359 0.53302  0.0064
H 0.09162 -20.10228 -0.83421  -0.0002
H -0.74759 -19.90910 2.88643  -0.0003
H -2.68973 -20.78691 3.93723  0.0010
H -3.51024 -24.26229 3.27294  0.0006
H -3.87775 -25.59584 5.51181  0.0011
H -6.20699 -25.47206 7.64750  0.0142
H -5.27153 -24.22178 8.50558  0.0036
H -4.46000 -25.62225 7.85529  0.0026
H -6.36151 -22.46690 7.02477  -0.0020
H -5.83481 -20.20968 7.11371  0.0001
H -5.88812 -17.60703 6.03511  -0.0029
H -6.09223 -18.02169 3.37445  0.1227
H -2.00112 -21.29493 -0.91504  0.0014
H -3.49192 -22.98702 -1.72371  -0.0001
H -5.93256 -24.11725 -2.25438  0.0006
H -7.59083 -22.95501 -0.30913  0.0061
C -12.88861 -23.01812 0.84339  -0.0013
C -11.55100 -22.70987 1.36090  0.0320
C -11.10277 -23.31058 2.54674  -0.0105
C -9.87542 -22.93336 3.04201  0.0474
C -9.23375 -23.68748 4.17773  -0.0049
O -8.13283 -24.22086 4.03981  0.0035
C -9.99843 -23.82832 5.51818  0.0026
C -11.19159 -23.14771 5.83375  -0.0008
C -11.89731 -23.43079 6.98598  0.0003
C -11.39747 -24.36602 7.88739  -0.0001
C -10.18686 -24.99290 7.63784  -0.0001
C -9.52288 -24.77054 6.44609  0.0000
C -9.05939 -21.87921 2.46589  0.0610
O -8.14639 -21.39080 3.26657  0.3136
C -9.51100 -21.34345 1.18882  -0.0350
C -10.69848 -21.85326 0.64827  -0.0213
C -8.73367 -20.32098 0.45125  0.0761
N -7.65042 -19.80856 0.96102  0.0497
C -6.97823 -18.62309 0.31565  0.0510
C -7.73777 -17.29510 0.45192  -0.0124
Te -8.42471 -16.46025 2.56338  1.0795
C -10.25508 -17.48731 2.77988  -0.0374
C -10.19847 -18.72581 3.53002  0.0306
C -11.36275 -19.36272 3.91769  0.0367
C -12.56667 -18.72908 3.74456  0.0017
C -12.63110 -17.54617 2.97512  -0.0063
C -11.52583 -16.90966 2.49207  -0.0703
C -9.27497 -19.84374 -0.91102  -0.0022
C -8.53759 -20.17164 -2.09465  0.0033
C -9.10945 -19.91160 -3.32077  -0.0019
C -10.24907 -19.13427 -3.43102  0.0041
C -10.87650 -18.67850 -2.28749  -0.0029
C -10.46897 -19.07663 -1.01141  0.0077
H -13.52541 -23.42567 1.62621  0.0004
H -13.01752 -23.74869 -0.02314  0.0032
H -13.41476 -22.04930 0.60173  0.0020
H -11.72285 -24.05862 3.08651  0.0000
H -11.60551 -22.50278 5.08612  0.0000
H -12.74823 -22.77773 7.22341  0.0000
H -11.98538 -24.63828 8.75303  0.0000
H -9.72563 -25.57563 8.40262  0.0000
H -8.66172 -25.36709 6.16655  -0.0010
H -10.98851 -21.61130 -0.36811  0.0014
H -6.63575 -18.78451 -0.72651  -0.0051
H -6.07927 -18.46077 0.90802  -0.0115
H -8.70473 -17.33636 -0.11136  -0.0007
H -7.13634 -16.40675 0.07297  -0.0011
H -9.22551 -19.21739 3.60870  -0.0543
H -11.27406 -20.32627 4.48862  -0.0028
H -13.47431 -19.12173 4.19889  -0.0005
H -13.62066 -17.08668 2.76744  -0.0011
H -11.61593 -16.00918 1.90297  -0.0030
H -7.63241 -20.75144 -2.06008  -0.0002
H -8.67663 -20.40637 -4.19134  -0.0001
H -10.56412 -18.84218 -4.44520  0.0001
H -11.74172 -18.03627 -2.43130  0.0001
H -11.01123 -18.86685 -0.11265  -0.0003
N -2.56769 -15.67646 -0.62175  0.0014
C -3.82542 -15.76598 -0.04239  -0.0017
O -4.79903 -16.10991 -0.73811  0.0026
C -3.83142 -15.28483 1.37507  0.0168
C -4.85059 -15.56330 2.33422  0.0104
N -5.62723 -15.72453 3.19394  0.0219
C -2.61931 -14.73553 1.82819  -0.0024
N -1.63861 -14.12404 2.01376  0.0081
H -2.44096 -15.94704 -1.62908  0.0000
H -1.78435 -15.23662 -0.10549  -0.0001

***

Entry 2:
Density functional theory data (ωB97M-V/def2-TZVPD) for a structure of composition C53H45AsMnN4O5PS.

Output
- Multiplicity: 6
- Total charge: -1
- Frontier orbital gap (alpha / beta): 6.24 / 6.12 eV
- E_LUMO (alpha / beta): 2.22 / 1.88 eV
- Relative energy (zero: lowest compared OMol25 entry of this formula, charge and spin): 89.0 kcal/mol

Each line ends with the Mulliken spin population.
Element x y z (Å)
Mn 0.67852 -0.10602 0.04701  4.1611
C 7.82633 0.51324 -1.39836  -0.0001
C 6.38697 0.26598 -1.78426  -0.0001
C 5.78067 0.98886 -2.80800  -0.0004
C 4.45683 0.75206 -3.16995  0.0048
C 3.73178 -0.21212 -2.49711  0.0183
C 4.31713 -0.94300 -1.47561  0.0034
C 5.63645 -0.70425 -1.12438  0.0025
S 2.03520 -0.54309 -2.99979  -0.0237
O 1.80835 0.25732 -4.23370  0.0042
O 2.94900 -2.28889 -3.94278  0.0683
N 1.32340 0.47953 -1.69322  -0.0525
C 0.39007 1.43444 -1.84792  -0.0138
C 0.24519 2.39863 -2.88736  0.0054
C -0.72943 3.35029 -2.75951  0.0024
C -1.57004 3.38241 -1.62778  0.0137
C -1.39642 2.41692 -0.67670  0.0112
N -0.47646 1.44963 -0.78489  0.0241
H 8.36087 1.04065 -2.18896  0.0000
H 8.34540 -0.42694 -1.20203  0.0000
H 7.89082 1.12078 -0.48862  0.0000
H 6.35364 1.74717 -3.33444  0.0001
H 3.98327 1.29077 -3.98503  -0.0005
H 3.75208 -1.71235 -0.96857  -0.0120
H 6.09058 -1.28856 -0.32672  0.0001
H 0.91036 2.35103 -3.73670  0.0012
H -0.83996 4.10343 -3.53195  0.0002
H -2.33242 4.13863 -1.50416  0.0007
H -2.00817 2.39155 0.21480  0.0026
C -3.13185 2.91794 6.68082  0.0001
C -1.87182 3.45056 6.44864  0.0001
C -1.20315 3.19195 5.25190  0.0003
C -1.78131 2.38397 4.27492  -0.0011
C -3.07492 1.90074 4.50194  0.0005
C -3.74163 2.15348 5.69158  -0.0001
P -0.98651 1.87856 2.68110  -0.0001
C 0.65999 2.66812 2.86653  0.0124
C 1.68233 2.11786 3.63875  -0.0005
C 2.87224 2.81013 3.82544  0.0018
C 3.05374 4.05990 3.24062  -0.0017
C 2.04935 4.60422 2.45096  0.0003
C 0.85848 3.90588 2.26349  0.0041
C -0.60560 0.09336 2.95211  -0.0801
C -0.75075 -0.52497 4.19583  -0.0228
C -0.57226 -1.89664 4.33857  0.0253
C -0.28599 -2.65399 3.21316  -0.0172
C -0.11965 -2.02543 1.98420  0.0500
C -0.23510 -0.64345 1.81642  -0.1534
H -3.63770 3.09693 7.62350  0.0000
H -1.39369 4.06299 7.20625  0.0000
H -0.22175 3.61972 5.09091  0.0000
H -3.55106 1.29442 3.73700  -0.0001
H -4.73626 1.75068 5.85070  0.0000
H 1.54564 1.13752 4.08414  -0.0015
H 3.66286 2.37364 4.42500  -0.0001
H 3.98013 4.60445 3.39463  -0.0001
H 2.19522 5.56843 1.97398  0.0002
H 0.07602 4.32307 1.63487  0.0009
H -1.00411 0.06476 5.07021  -0.0009
H -0.66309 -2.35778 5.31745  0.0012
H -0.17392 -3.73139 3.28678  -0.0016
H 0.08375 -2.64262 1.12085  -0.0227
C 5.47458 -1.33160 3.25825  -0.0003
N 4.61970 -0.50597 2.41872  0.0007
C 4.98532 0.78764 2.13807  -0.0034
C 4.19278 1.62321 1.46161  0.0115
C 2.88800 1.12466 1.07152  -0.0161
O 2.00157 1.83687 0.59746  0.0143
N 2.60399 -0.19696 1.23962  -0.0454
C 3.41552 -1.04916 1.91208  0.0355
O 3.17682 -2.24420 2.10526  0.0048
H 6.48285 -1.39269 2.83991  0.0000
H 5.04245 -2.32234 3.29575  0.0000
H 5.53552 -0.92629 4.27038  0.0001
H 5.95997 1.08400 2.50557  -0.0004
H 4.47566 2.64001 1.22854  -0.0005
O 0.28463 -2.01138 -0.94559  0.0698
As 0.69225 -3.22424 -2.03805  0.0399
C 2.25797 -4.16642 -1.47895  -0.0010
C 2.71362 -3.92919 -0.19136  -0.0137
C 3.75842 -4.69250 0.32021  0.0024
C 4.31970 -5.70026 -0.45307  -0.0001
C 3.84538 -5.94034 -1.74261  0.0012
C 2.81158 -5.17585 -2.25713  0.0044
C -0.65436 -4.58878 -1.70798  -0.0069
C -1.65232 -4.89272 -2.62508  0.0014
C -2.65220 -5.80179 -2.29887  0.0012
C -2.66412 -6.40322 -1.04842  0.0007
C -1.65955 -6.11228 -0.12989  0.0005
C -0.65847 -5.21073 -0.45958  0.0001
C 0.57666 -2.85001 -3.91071  0.3497
C -0.57864 -2.27647 -4.37783  -0.1484
C -0.64350 -1.77642 -5.68977  0.4241
C 0.51709 -1.77830 -6.51093  -0.0865
C 1.70762 -2.23745 -6.05925  0.2633
C 1.90956 -2.84940 -4.69790  -0.0329
H 2.27313 -3.15873 0.42238  0.0093
H 4.11342 -4.48384 1.32363  -0.0001
H 5.12443 -6.30883 -0.05467  0.0001
H 4.28113 -6.73105 -2.34446  -0.0001
H 2.44361 -5.36086 -3.25995  -0.0033
H -1.64506 -4.42468 -3.60086  0.0086
H -3.42434 -6.03601 -3.02200  0.0000
H -3.45691 -7.09565 -0.78746  -0.0001
H -1.66149 -6.58326 0.84636  0.0001
H 0.12189 -4.99251 0.25740  -0.0003
H -1.43765 -2.18870 -3.72339  -0.0071
H -1.56053 -1.32823 -6.05312  0.0248
H 0.45089 -1.35002 -7.50741  0.0003
H 2.60493 -2.15482 -6.66629  -0.0044
H 2.20030 -3.90080 -4.89762  0.0876

***

no.,F_max (eV/A)
1,4.3
2,1.1